(1)
Formula: C30H45BN5PtS2Se
Source: the OMol25 dataset
Level of theory: ωB97M-V with the def2-TZVPD basis set

ORCA input file:
```
! wB97M-V def2-TZVPD RIJCOSX def2/J DEFGRID3
* xyz 1 1
Pt 0.48 0.08 -0.35
C -0.18 0.65 1.69
C 0.80 -0.36 1.79
C 0.00 -1.72 1.95
C -1.41 -1.21 2.14
C -1.52 0.11 2.01
C -2.75 0.94 2.29
C -4.02 0.15 1.99
C -2.77 2.24 1.47
C -2.72 1.30 3.79
C 0.27 -2.88 2.97
C 1.69 -3.47 2.96
C -0.08 -2.40 4.39
C -0.67 -4.04 2.61
C 2.26 -0.02 2.15
C 2.44 -0.09 3.68
C 3.26 -0.93 1.42
C 2.60 1.43 1.75
H 0.07 1.69 1.82
H -2.22 -1.86 2.41
H -4.03 -0.18 0.95
H -4.90 0.77 2.16
H -4.12 -0.73 2.64
H -2.90 2.03 0.41
H -1.86 2.82 1.59
H -3.60 2.86 1.81
H -2.70 0.40 4.40
H -3.60 1.89 4.05
H -1.83 1.89 4.03
H 2.44 -2.79 3.35
H 1.99 -3.80 1.96
H 1.68 -4.35 3.60
H 0.50 -1.52 4.68
H 0.15 -3.20 5.10
H -1.13 -2.16 4.49
H -0.44 -4.48 1.64
H -1.72 -3.76 2.62
H -0.54 -4.83 3.36
H 2.36 -1.09 4.08
H 1.71 0.55 4.17
H 3.43 0.29 3.93
H 3.16 -1.98 1.67
H 4.28 -0.62 1.67
H 3.13 -0.81 0.34
H 2.05 2.16 2.33
H 2.42 1.61 0.69
H 3.66 1.59 1.94
C -2.45 1.46 -3.01
N -1.14 1.90 -3.47
C -0.75 2.03 -4.78
C 0.54 2.43 -4.77
N 0.93 2.55 -3.46
B 2.36 2.90 -2.98
N 3.14 1.57 -2.57
C 4.50 1.65 -2.36
C 4.97 0.41 -2.10
N 3.89 -0.44 -2.13
C 3.97 -1.88 -2.02
C 2.78 0.29 -2.43
S 1.19 -0.43 -2.55
C -0.10 2.23 -2.68
S -0.16 2.25 -0.95
H -2.93 0.91 -3.82
H -3.07 2.31 -2.73
H -2.33 0.81 -2.15
H -1.42 1.83 -5.60
H 1.22 2.63 -5.58
H 2.96 3.36 -3.92
H 2.33 3.63 -2.03
H 5.01 2.59 -2.43
H 5.96 0.05 -1.90
H 4.68 -2.14 -1.23
H 4.29 -2.32 -2.96
H 2.99 -2.28 -1.76
Se 0.37 -2.28 0.09
C -1.23 -2.61 -0.96
C -2.52 -2.33 -0.57
C -3.54 -2.56 -1.49
N -3.34 -3.01 -2.72
C -2.09 -3.29 -3.07
C -0.99 -3.12 -2.23
H -2.76 -1.93 0.40
H -4.57 -2.35 -1.21
H -1.94 -3.68 -4.07
H 0.00 -3.36 -2.57
*
```

- ΔE to the lowest compared entry with this formula, charge and spin: 0.00 kcal/mol
- Kohn-Sham gap: 0.2839 Eh

Mulliken atomic charge list, values in e, 5 entries:
1 Pt 2.286
2 C -2.212
3 C -0.132
4 C 1.733
5 C -1.582



(2)
Formula: C20H58O10
Source: the OMol25 dataset
Level of theory: ωB97M-V with the def2-TZVPD basis set

ORCA input file:
```
! wB97M-V def2-TZVPD RIJCOSX def2/J DEFGRID3
* xyz -1 2
C -0.45 0.22 1.17
C -0.12 0.19 -0.33
O -0.18 -0.97 -1.23
H 0.27 -0.34 1.77
H -1.50 -0.04 1.30
H -0.37 1.28 1.39
H 0.90 0.58 -0.38
H -0.69 0.99 -0.80
C -2.94 2.84 -1.31
C -2.19 3.54 -2.43
O -2.62 3.05 -3.71
H -3.96 3.22 -1.37
H -2.49 3.16 -0.37
H -3.12 1.76 -1.25
H -1.11 3.47 -2.33
H -2.40 4.61 -2.35
C 3.74 1.99 -0.31
C 3.46 2.00 -1.85
O 3.53 0.62 -2.16
H 2.92 1.56 0.26
H 3.78 3.06 -0.10
H 4.72 1.67 0.03
H 4.16 2.64 -2.39
H 2.48 2.45 -1.95
H 4.14 0.22 -1.54
C 0.52 -1.30 4.73
C -0.95 -1.34 4.42
O -1.28 -2.65 4.09
H 0.80 -2.07 5.44
H 0.81 -0.38 5.22
H 1.26 -1.59 3.99
H -1.25 -0.76 3.55
H -1.60 -1.16 5.28
H -1.02 -3.27 4.78
C 1.16 4.40 0.19
C 0.74 3.86 1.57
O 1.54 2.83 1.97
H 0.68 5.34 -0.10
H 0.68 3.69 -0.49
H 2.24 4.51 0.09
H -0.32 3.62 1.61
H 0.80 4.59 2.38
H 2.34 3.28 2.22
C 2.41 -2.85 0.96
C 1.11 -3.40 1.49
O 0.15 -3.36 0.42
H 3.23 -2.78 1.68
H 2.28 -1.87 0.51
H 2.73 -3.53 0.17
H 0.64 -2.78 2.25
H 1.16 -4.40 1.93
H -0.27 -2.50 0.43
C 2.90 1.01 -5.49
C 1.61 1.28 -4.71
O 1.23 0.21 -3.84
H 2.90 1.59 -6.41
H 2.82 -0.07 -5.62
H 3.71 1.22 -4.79
H 0.89 1.33 -5.53
H 1.57 2.29 -4.30
H 1.74 0.37 -3.04
C 2.75 -2.99 -2.76
C 1.44 -3.45 -3.38
O 0.43 -3.48 -2.38
H 2.64 -2.04 -2.25
H 3.59 -3.01 -3.45
H 3.13 -3.75 -2.08
H 1.62 -4.45 -3.79
H 1.05 -2.75 -4.11
H 0.39 -2.54 -2.19
C -4.25 1.83 3.09
C -4.26 0.41 3.76
O -5.07 0.34 4.86
H -5.14 2.31 2.68
H -3.58 1.69 2.25
H -3.81 2.50 3.84
H -3.24 0.15 4.04
H -4.73 -0.33 3.11
H -5.10 -0.54 5.23
C -3.21 -2.89 0.85
C -3.17 -2.89 -0.65
O -2.18 -3.77 -1.20
H -3.92 -2.19 1.30
H -2.29 -2.50 1.28
H -3.23 -3.85 1.37
H -3.10 -1.89 -1.08
H -4.07 -3.38 -1.04
H -2.56 -3.69 -2.08
*
```

- Kohn-Sham gap (alpha / beta): 0.1996 / 0.1490 Eh

Mulliken atomic charge list, values in e, 5 entries:
1 C -0.084
2 C 0.795
3 O -0.936
4 H 0.055
5 H -0.006



(3)
Formula: C9H13NO
Source: the OMol25 dataset
Level of theory: ωB97M-V with the def2-TZVPD basis set

ORCA input file:
```
! wB97M-V def2-TZVPD RIJCOSX def2/J DEFGRID3
* xyz 0 1
C -0.09 2.15 0.39
C 0.13 0.93 -0.53
N 1.38 0.25 -0.18
C 2.74 0.05 -0.08
O 3.59 1.08 -0.39
C 2.84 -1.27 0.30
C 1.56 -1.92 0.38
C 0.72 -0.95 0.12
C -0.66 -0.40 -0.18
C -1.62 -0.49 1.05
C -1.34 -0.95 -1.40
H 0.64 1.90 1.24
H -1.16 2.01 0.69
H 0.14 2.90 -0.28
H -0.07 1.17 -1.56
H 4.14 1.35 0.27
H 3.71 -1.91 0.27
H 1.22 -2.90 0.77
H -2.66 0.15 0.97
H -1.10 -0.12 1.86
H -1.87 -1.59 1.19
H -2.29 -0.28 -1.73
H -1.79 -1.99 -1.35
H -0.62 -0.86 -2.25
*
```

- ΔE to the lowest compared entry with this formula, charge and spin: 90.51 kcal/mol
- Kohn-Sham gap: 0.3205 Eh
- SMILES: C[C@H]1n2c(O)ccc2C1(C)C

natural (NBO) atomic charge list, values in e, 5 entries:
1 C -0.633
2 C 0.025
3 N -0.391
4 C 0.424
5 O -0.684



(4)
Formula: C7H12N2
Source: the OMol25 dataset
Level of theory: ωB97M-V with the def2-TZVPD basis set

ORCA input file:
```
! wB97M-V def2-TZVPD RIJCOSX def2/J DEFGRID3
* xyz 0 1
C 2.10 -1.00 -0.88
C 1.12 -0.62 -0.13
C 1.11 -0.03 1.34
N 0.40 1.21 1.53
C -0.40 1.29 0.36
C -1.94 1.48 0.25
C -1.46 -0.01 0.11
C -0.44 -1.09 -0.66
N -0.94 -0.91 -2.10
H 3.13 -1.31 -0.63
H 1.75 -1.43 -1.79
H 2.26 -0.27 1.79
H 0.56 -0.61 2.08
H 0.33 1.42 2.49
H 0.32 1.32 -0.44
H -2.33 2.28 -0.48
H -2.61 1.73 1.21
H -1.48 -0.23 1.35
H -0.58 -2.10 -0.56
H -0.92 0.28 -2.14
H 0.03 -1.38 -2.69
*
```

- ΔE to the lowest compared entry with this formula, charge and spin: 197.95 kcal/mol
- Kohn-Sham gap: 0.3128 Eh
- SMILES: C=C1CN[C@@H]2C[C@H]2[C@H]1N

natural (NBO) atomic charge list, values in e, 5 entries:
1 C -0.424
2 C 0.005
3 C -0.254
4 N -0.672
5 C -0.065



(5)
Formula: C16F26
Source: the OMol25 dataset
Level of theory: ωB97M-V with the def2-TZVPD basis set

ORCA input file:
```
! wB97M-V def2-TZVPD RIJCOSX def2/J DEFGRID3
* xyz 0 1
F 2.84 -3.42 4.05
C 2.56 -2.79 2.85
F 2.52 -3.75 1.82
C 3.73 -1.77 2.44
F 4.94 -2.44 2.30
F 4.08 -0.98 3.50
C 3.49 -0.93 1.14
F 4.17 0.21 1.32
F 4.06 -1.45 -0.02
C 1.91 -0.77 0.83
F 1.52 -1.95 0.21
C 1.17 -0.59 2.15
F 1.90 0.30 2.86
C 1.28 -1.90 2.88
F 0.88 -1.61 4.13
F 0.27 -2.71 2.48
C -0.24 0.15 1.79
F -0.24 1.25 2.46
C -1.69 -0.32 2.22
F -2.07 -1.56 1.79
F -1.69 -0.39 3.60
C -2.83 0.64 1.60
F -2.78 1.73 2.44
F -4.11 0.07 1.68
C -2.56 1.06 0.10
F -2.94 0.02 -0.65
F -3.43 2.07 -0.42
C -1.04 1.42 -0.21
F -0.88 2.63 0.34
C -0.65 1.80 -1.79
F -1.78 1.93 -2.56
F 0.27 2.89 -1.88
C 0.18 0.66 -2.44
F -0.55 -0.50 -2.72
F 0.48 1.20 -3.64
C 1.54 0.35 -1.70
F 2.59 1.14 -2.10
F 1.94 -0.78 -2.11
C 1.42 0.38 -0.10
F 1.95 1.58 0.36
C -0.13 0.30 0.26
F -0.59 -0.84 -0.23
*
```

- ΔE to the lowest compared entry with this formula, charge and spin: 60.21 kcal/mol
- Kohn-Sham gap: 0.4489 Eh
- SMILES: FC1(F)C(F)(F)C(F)(F)[C@@]2(F)[C@](F)(C1(F)F)[C@]1(F)C(F)(F)C(F)(F)C(F)(F)[C@]3(F)C(F)(F)C(F)(F)C(F)(F)[C@@]2(F)[C@]31F

natural (NBO) atomic charge list, values in e, 5 entries:
1 F -0.276
2 C 0.613
3 F -0.292
4 C 0.563
5 F -0.306



(6)
Formula: C3H2N4O
Source: the OMol25 dataset
Level of theory: ωB97M-V with the def2-TZVPD basis set

ORCA input file:
```
! wB97M-V def2-TZVPD RIJCOSX def2/J DEFGRID3
* xyz 0 1
C -0.97 0.05 0.06
C -0.07 -1.29 0.39
C -0.21 1.47 -0.18
H -0.54 -2.21 0.59
H -0.98 2.02 -0.52
N 1.08 -1.67 -0.32
N 1.41 -0.34 -0.47
N 1.49 0.41 0.51
N 0.91 1.75 0.03
O -2.12 -0.18 -0.09
*
```

- ΔE to the lowest compared entry with this formula, charge and spin: 132.16 kcal/mol
- Kohn-Sham gap: 0.3184 Eh

natural (NBO) atomic charge list, values in e, 5 entries:
1 C 0.504
2 C -0.075
3 C 0.024
4 H 0.205
5 H 0.199



(7)
Formula: C26H55N2O21PS6
Source: the OMol25 dataset
Level of theory: ωB97M-V with the def2-TZVPD basis set

ORCA input file:
```
! wB97M-V def2-TZVPD RIJCOSX def2/J DEFGRID3
* xyz 0 1
O -3.70 -2.78 2.45
P -4.70 -3.16 1.42
O -3.90 -3.31 0.03
O -5.29 -4.60 1.87
C -5.96 -1.83 1.41
C -5.43 -0.56 1.33
C -6.32 0.56 1.31
C -7.67 0.38 1.41
C -8.26 -0.91 1.50
N -9.63 -0.96 1.60
C -10.03 -2.21 1.64
C -9.19 -3.37 1.59
N -7.88 -3.29 1.54
C -7.39 -2.02 1.48
H -3.14 -2.71 0.13
H -5.81 -4.39 2.67
H -4.35 -0.43 1.25
H -5.93 1.57 1.21
H -8.29 1.28 1.40
H -11.11 -2.38 1.71
H -9.63 -4.38 1.60
C -1.74 -5.89 2.72
C -1.10 -4.51 2.76
O -0.01 -4.45 3.70
S 1.36 -5.16 3.33
C 2.34 -4.48 4.63
O 1.83 -4.65 2.07
O 1.24 -6.57 3.55
H -1.05 -6.64 2.34
H -2.62 -5.88 2.08
H -2.03 -6.20 3.73
H -0.76 -4.21 1.77
H -1.84 -3.79 3.09
H 2.42 -3.41 4.48
H 3.32 -4.94 4.57
H 1.87 -4.72 5.58
C 2.04 -1.74 1.79
C 1.52 -0.34 1.52
O 2.56 0.66 1.62
S 3.62 0.76 0.43
C 4.36 2.28 0.92
O 2.92 0.94 -0.81
O 4.59 -0.29 0.59
H 2.74 -2.05 1.01
H 1.23 -2.46 1.80
H 2.58 -1.78 2.74
H 1.03 -0.28 0.55
H 0.78 -0.08 2.28
H 3.63 3.08 0.83
H 5.20 2.47 0.25
H 4.72 2.19 1.94
C -8.22 -4.90 -5.59
C -8.64 -5.61 -4.32
O -7.77 -5.29 -3.21
S -7.89 -3.85 -2.54
C -6.89 -4.16 -1.13
O -9.25 -3.65 -2.12
O -7.23 -2.89 -3.38
H -8.34 -3.82 -5.50
H -8.84 -5.24 -6.43
H -7.18 -5.10 -5.82
H -9.67 -5.38 -4.05
H -8.57 -6.69 -4.46
H -7.37 -4.91 -0.51
H -6.79 -3.23 -0.59
H -5.91 -4.50 -1.47
C 7.75 7.71 1.70
C 7.39 6.78 2.84
O 6.02 6.94 3.27
S 4.86 6.37 2.34
C 3.54 6.55 3.49
O 5.10 4.97 2.11
O 4.65 7.27 1.25
H 7.19 7.46 0.80
H 8.81 7.63 1.47
H 7.51 8.74 1.96
H 7.57 5.74 2.58
H 8.01 7.01 3.71
H 3.71 5.90 4.34
H 2.62 6.28 2.97
H 3.49 7.59 3.80
C 7.41 11.49 -2.67
C 7.71 10.02 -2.90
O 9.12 9.76 -3.05
S 10.04 9.83 -1.75
C 11.49 9.15 -2.46
O 9.52 8.93 -0.77
O 10.30 11.20 -1.43
H 7.81 11.83 -1.72
H 6.33 11.66 -2.66
H 7.86 12.09 -3.46
H 7.30 9.40 -2.09
H 7.24 9.69 -3.82
H 11.30 8.11 -2.74
H 12.28 9.19 -1.71
H 11.77 9.74 -3.33
C 1.50 -5.37 -3.20
C 0.42 -5.35 -4.27
O -0.90 -5.48 -3.71
S -1.52 -4.23 -2.95
C -3.17 -4.85 -2.81
O -1.52 -3.10 -3.83
O -0.96 -4.15 -1.64
H 1.43 -4.50 -2.55
H 2.49 -5.37 -3.65
H 1.40 -6.25 -2.56
H 0.49 -4.45 -4.88
H 0.56 -6.20 -4.93
H -3.60 -4.94 -3.80
H -3.74 -4.13 -2.22
H -3.14 -5.81 -2.30
*
```

- Kohn-Sham gap: 0.3251 Eh
- SMILES: O=P(O)(O)c1cccc2nccnc12.CCOS(C)(=O)=O.CCOS(C)(=O)=O.CCOS(C)(=O)=O.CCOS(C)(=O)=O.CCOS(C)(=O)=O.CCOS(C)(=O)=O

Mulliken atomic charge list, values in e, 5 entries:
1 O -0.695
2 P 0.774
3 O -0.113
4 O -0.465
5 C 0.855



(8)
Formula: CH12O4
Source: the OMol25 dataset
Level of theory: ωB97M-V with the def2-TZVPD basis set

ORCA input file:
```
! wB97M-V def2-TZVPD RIJCOSX def2/J DEFGRID3
* xyz 0 1
C 2.13 0.30 -0.27
H 2.67 0.77 -1.02
H 1.73 -0.74 -0.60
H 1.22 0.91 -0.03
H 2.78 0.21 0.66
O -1.40 2.06 -0.02
H -0.96 2.73 -0.49
H -1.43 1.26 -0.58
O -0.29 -1.93 0.58
H 0.22 -2.53 1.15
H -0.54 -1.08 1.04
O -0.68 -0.71 -1.78
H -0.43 -1.22 -1.05
H -0.72 -1.34 -2.56
O -1.31 0.20 1.91
H -0.89 1.01 1.56
H -2.13 0.10 1.49
*
```

- ΔE to the lowest compared entry with this formula, charge and spin: 14.56 kcal/mol
- Kohn-Sham gap: 0.4352 Eh
- SMILES: C.O.O.O.O

natural (NBO) atomic charge list, values in e, 5 entries:
1 C -0.851
2 H 0.207
3 H 0.228
4 H 0.202
5 H 0.208



(9)
Formula: C23H26BN5STeV
Source: the OMol25 dataset
Level of theory: ωB97M-V with the def2-TZVPD basis set

ORCA input file:
```
! wB97M-V def2-TZVPD RIJCOSX def2/J DEFGRID3
* xyz 2 2
V 1.19 0.56 0.40
C -0.27 4.56 1.05
C -0.06 3.12 0.79
N 1.10 2.58 0.57
N 2.20 3.39 0.59
C 3.26 2.79 0.15
N 4.44 3.40 0.08
S 3.17 1.12 -0.46
C -1.19 2.17 0.75
C -2.50 2.54 0.96
C -3.48 1.55 0.90
C -3.12 0.24 0.66
C -1.79 -0.05 0.46
N -0.84 0.89 0.48
H 0.67 5.09 1.12
H -0.83 4.69 1.98
H -0.87 4.99 0.25
H 4.52 4.35 0.39
H 5.26 2.92 -0.25
H -2.75 3.57 1.16
H -4.52 1.82 1.06
H -3.86 -0.55 0.63
H -1.46 -1.07 0.30
C 0.38 1.95 -2.80
C -0.99 2.05 -2.57
C -1.87 1.14 -3.14
C -1.38 0.13 -3.97
C -0.02 0.04 -4.23
C 0.86 0.95 -3.64
H 1.06 2.69 -2.40
H -1.38 2.87 -1.97
H -2.93 1.23 -2.98
H -2.07 -0.55 -4.45
H 0.35 -0.71 -4.91
H 1.92 0.90 -3.87
C 1.93 -3.00 0.05
Te 1.60 -1.49 -1.43
C -0.30 -2.44 -1.64
C -0.53 -3.19 -0.35
C -1.80 -3.64 0.00
C -1.99 -4.31 1.20
C -0.91 -4.53 2.05
C 0.36 -4.09 1.70
C 0.55 -3.42 0.49
H 2.56 -2.62 0.85
H 2.46 -3.81 -0.46
H -0.20 -3.10 -2.51
H -1.06 -1.69 -1.88
H -2.63 -3.48 -0.67
H -2.97 -4.67 1.46
H -1.06 -5.05 2.99
H 1.19 -4.27 2.36
B 1.84 -1.70 4.25
C 1.60 -0.94 2.98
N 1.44 -0.35 1.96
H 2.29 -0.87 5.00
H 0.77 -2.14 4.59
H 2.65 -2.54 3.94
*
```

- ΔE to the lowest compared entry with this formula, charge and spin: 0.07 kcal/mol
- Kohn-Sham gap (alpha / beta): 0.2169 / 0.2414 Eh

natural (NBO) atomic charge list, values in e, 5 entries:
1 V 1.147
2 C -0.697
3 C 0.357
4 N -0.340
5 N -0.368



Let's list total energy in order: -130228.397 -42147.459 -13078.147 -10424.893 -87241.814 -11143.541 -148131.608 -9421.697 -76200.766 eV.